1.
{
  "formula": "C18H24N4OS",
  "method": "ωB97M-V with the def2-TZVPD basis set",
  "homo_lumo_gap_ev": 8.4,
  "fmax_ev_per_a": 0.82,
  "smiles": "CC(=O)N1CCN(c2nc(C)nc3sc4c(c23)CC[C@@H](C)C4)CC1",
  "spin_multiplicity": 1,
  "total_charge": 0,
  "molar_mass_da": 344.484,
  "de_lowest_kcal_mol": 3.9,
  "e_tot_ev": -37900.3208,
  "homo_energy_ev": -7.86,
  "species": ["C", "C", "O", "N", "C", "C", "N", "C", "N", "C", "C", "N", "C", "S", "C", "C", "C", "C", "C", "C", "C", "C", "C", "C", "H", "H", "H", "H", "H", "H", "H", "H", "H", "H", "H", "H", "H", "H", "H", "H", "H", "H", "H", "H", "H", "H", "H", "H"],
  "coordinates": [[1.2845, 2.9977, -1.7336], [1.5839, 3.2227, -0.2663], [2.7185, 3.3643, 0.1424], [0.5141, 3.2943, 0.5698], [-0.8599, 3.0453, 0.2183], [-1.2302, 1.5738, 0.5478], [-0.3219, 1.0422, 1.5483], [0.7675, 0.3272, 1.0836], [1.9615, 0.6896, 1.5253], [3.0560, 0.2099, 0.9485], [4.3621, 0.7248, 1.4409], [3.0562, -0.6157, -0.0846], [1.8750, -1.1010, -0.4224], [1.6711, -2.2977, -1.6646], [-0.0287, -2.4289, -1.2681], [-0.4290, -1.5713, -0.2958], [0.6465, -0.7474, 0.1723], [-1.7942, -1.6983, 0.3149], [-2.7502, -2.4148, -0.6369], [-2.1421, -3.7275, -1.1321], [-3.1469, -4.5353, -1.9464], [-0.8945, -3.4199, -1.9668], [-0.0333, 2.0246, 2.5775], [0.7297, 3.2392, 2.0023], [0.6910, 3.8136, -2.1407], [0.7562, 2.0577, -1.8800], [2.2320, 2.9532, -2.2635], [-1.0430, 3.2571, -0.8331], [-1.4764, 3.7270, 0.8147], [-2.2570, 1.5314, 0.9282], [-1.1590, 0.9647, -0.3535], [4.4403, 1.7718, 1.1490], [4.4021, 0.6700, 2.5257], [5.1743, 0.1596, 0.9962], [-2.2026, -0.7317, 0.6011], [-1.6918, -2.2834, 1.2358], [-3.6929, -2.6125, -0.1231], [-2.9632, -1.7725, -1.4948], [-1.8387, -4.3169, -0.2600], [-3.4935, -3.9599, -2.8024], [-4.0093, -4.7976, -1.3379], [-2.6922, -5.4534, -2.3111], [-0.3292, -4.3336, -2.1618], [-1.1975, -3.0143, -2.9389], [-0.9938, 2.3299, 3.0015], [0.5632, 1.5423, 3.3500], [1.8033, 3.1310, 2.1572], [0.3822, 4.1686, 2.4668]],
  "lowdin_charge": [0.02, -0.50, 0.05, -0.06, -0.12, -0.13, -0.06, -0.22, 0.19, -0.39, -0.02, 0.11, -0.53, 1.10, -0.47, -0.21, -0.11, -0.13, -0.16, -0.38, -0.07, -0.18, -0.13, -0.12, 0.08, 0.08, 0.09, 0.11, 0.13, 0.12, 0.11, 0.07, 0.08, 0.08, 0.09, 0.13, 0.12, 0.13, 0.15, 0.08, 0.08, 0.08, 0.12, 0.13, 0.12, 0.12, 0.11, 0.12]
}

2.
{
  "formula": "C18H24NO",
  "method": "ωB97M-V with the def2-TZVPD basis set",
  "homo_lumo_gap_ev": 9.4,
  "fmax_ev_per_a": 0.72,
  "smiles": "Cc1cccc(OCCCC[NH2+]Cc2ccccc2)c1",
  "spin_multiplicity": 1,
  "total_charge": 1,
  "molar_mass_da": 270.396,
  "de_lowest_kcal_mol": 0.0,
  "e_tot_ev": -22587.4576,
  "homo_energy_ev": -11.99,
  "species": ["C", "C", "C", "C", "C", "C", "O", "C", "C", "C", "C", "N", "C", "C", "C", "C", "C", "C", "C", "C", "H", "H", "H", "H", "H", "H", "H", "H", "H", "H", "H", "H", "H", "H", "H", "H", "H", "H", "H", "H", "H", "H", "H", "H"],
  "coordinates": [[-4.3464, -0.3356, -1.9990], [-3.5612, -0.4273, -0.7293], [-4.0176, -1.1683, 0.3533], [-3.2862, -1.2411, 1.5262], [-2.0803, -0.5738, 1.6418], [-1.6204, 0.1655, 0.5640], [-0.3730, 0.8059, 0.6448], [-0.3789, 2.0615, 1.3267], [1.0555, 2.4981, 1.6078], [1.8666, 2.9344, 0.3821], [2.4348, 1.7842, -0.4453], [1.3919, 1.1329, -1.2691], [1.8353, -0.1338, -1.9198], [1.9647, -1.2200, -0.8861], [3.2005, -1.5450, -0.3405], [3.2935, -2.5159, 0.6419], [2.1531, -3.1622, 1.0889], [0.9197, -2.8482, 0.5418], [0.8255, -1.8836, -0.4446], [-2.3487, 0.2446, -0.6109], [-4.6562, 0.6932, -2.1782], [-5.2347, -0.9581, -1.9518], [-3.7438, -0.6539, -2.8484], [-4.9570, -1.6938, 0.2775], [-3.6559, -1.8222, 2.3564], [-1.4936, -0.6279, 2.5454], [-0.9182, 1.9506, 2.2720], [-0.9064, 2.8094, 0.7182], [0.9979, 3.3410, 2.2963], [1.5737, 1.6858, 2.1198], [2.7140, 3.5218, 0.7368], [1.2638, 3.5912, -0.2494], [2.8536, 1.0238, 0.2167], [3.2252, 2.1498, -1.1047], [1.0595, 1.7955, -1.9742], [0.5845, 0.9096, -0.5944], [1.0853, -0.4125, -2.6627], [2.7868, 0.0425, -2.4263], [4.0947, -1.0521, -0.6945], [4.2570, -2.7677, 1.0565], [2.2273, -3.9170, 1.8559], [0.0297, -3.3567, 0.8779], [-0.1371, -1.6561, -0.8785], [-1.9785, 0.8314, -1.4413]],
  "lowdin_charge": [-0.04, -0.26, -0.03, -0.05, -0.01, -0.28, -0.14, -0.16, -0.15, -0.16, -0.13, 0.04, -0.08, -0.23, -0.05, -0.06, -0.06, -0.05, -0.04, 0.02, 0.09, 0.08, 0.09, 0.12, 0.11, 0.13, 0.14, 0.14, 0.13, 0.13, 0.12, 0.12, 0.13, 0.14, 0.18, 0.12, 0.14, 0.14, 0.12, 0.11, 0.11, 0.11, 0.11, 0.13]
}

3.
{
  "formula": "C18H24O2Si",
  "method": "ωB97M-V with the def2-TZVPD basis set",
  "homo_lumo_gap_ev": 8.9,
  "fmax_ev_per_a": 1.83,
  "smiles": "CC[Si](CC)(c1ccc(O)c(C)c1)c1ccc(O)c(C)c1",
  "spin_multiplicity": 1,
  "total_charge": 0,
  "molar_mass_da": 300.474,
  "e_tot_ev": -31028.5757,
  "homo_energy_ev": -8.22,
  "species": ["C", "C", "Si", "C", "C", "C", "C", "C", "C", "O", "C", "C", "C", "C", "C", "C", "C", "O", "C", "C", "C", "H", "H", "H", "H", "H", "H", "H", "H", "H", "H", "H", "H", "H", "H", "H", "H", "H", "H", "H", "H", "H", "H", "H", "H"],
  "coordinates": [[0.3571, 2.9027, 1.8387], [0.0587, 2.1792, 0.5474], [-0.4252, 0.3703, 0.7191], [-1.9074, 0.2701, 1.8712], [-3.0290, 1.0866, 1.3190], [-1.0014, -0.2047, -0.9627], [-1.6863, -1.4092, -0.9820], [-2.4322, -1.7788, -2.0623], [-2.5286, -0.9331, -3.1727], [-3.3338, -1.3212, -4.2675], [-1.7880, 0.2495, -3.1733], [-1.8556, 1.1715, -4.2992], [-0.9857, 0.5978, -2.0929], [1.0659, -0.6092, 1.2106], [1.0035, -1.6289, 2.1359], [2.1689, -2.2827, 2.5138], [3.4041, -1.9331, 1.9770], [4.5957, -2.4801, 2.4358], [3.4728, -0.9454, 0.9748], [4.8299, -0.5793, 0.4953], [2.2945, -0.2999, 0.5784], [0.6602, 3.9421, 1.6183], [-0.5634, 2.9761, 2.4641], [1.1515, 2.4259, 2.4392], [0.9599, 2.1713, -0.0555], [-0.7706, 2.6177, -0.0170], [-2.1756, -0.7842, 1.9414], [-1.6010, 0.6022, 2.8720], [-3.1995, 0.7109, 0.3270], [-3.9584, 0.9792, 1.8837], [-2.8746, 2.1477, 1.2442], [-1.5737, -2.0993, -0.1409], [-2.9931, -2.6797, -2.0551], [-3.7474, -2.2067, -4.0701], [-0.8846, 1.3539, -4.7691], [-2.2624, 2.1484, -3.9520], [-2.5063, 0.7614, -5.0675], [-0.4489, 1.5360, -2.1313], [0.0419, -2.0086, 2.4537], [2.1275, -3.1306, 3.1733], [4.4313, -3.0719, 3.2017], [5.5788, -0.5586, 1.2925], [5.1988, -1.2115, -0.2846], [4.8059, 0.4808, 0.1966], [2.3257, 0.4754, -0.1688]],
  "lowdin_charge": [-0.16, -0.32, 0.65, -0.30, -0.16, -0.25, -0.11, -0.02, -0.22, 0.01, -0.24, -0.05, -0.03, -0.25, -0.10, -0.03, -0.26, 0.03, -0.20, -0.04, -0.02, 0.07, 0.07, 0.08, 0.06, 0.07, 0.07, 0.08, 0.06, 0.08, 0.06, 0.11, 0.10, 0.12, 0.09, 0.10, 0.07, 0.11, 0.10, 0.11, 0.12, 0.08, 0.08, 0.09, 0.10]
}

4.
{
  "formula": "C18H25AlClF9N4O4S",
  "method": "ωB97M-V with the def2-TZVPD basis set",
  "homo_lumo_gap_ev": 0.9,
  "fmax_ev_per_a": 3.21,
  "spin_multiplicity": 1,
  "total_charge": 2,
  "molar_mass_da": 626.906,
  "e_tot_ev": -87604.6259,
  "homo_energy_ev": -12.19,
  "species": ["N", "C", "O", "C", "N", "C", "C", "C", "C", "O", "O", "S", "C", "N", "H", "H", "H", "H", "H", "H", "C", "C", "N", "C", "C", "C", "C", "H", "H", "H", "H", "H", "H", "H", "H", "H", "H", "H", "H", "H", "H", "H", "C", "C", "C", "F", "F", "F", "F", "O", "C", "C", "F", "F", "F", "F", "H", "H", "H", "H", "Cl", "F", "Al"],
  "coordinates": [[-2.9784, -1.0732, 0.1736], [-3.4233, -0.5562, -0.7494], [-3.8712, 0.1172, -1.8787], [-2.6742, 0.6799, -2.4201], [-1.9005, -0.1101, -3.2447], [-0.7140, 0.3797, -3.7712], [-0.2451, 1.7486, -3.4466], [-1.0561, 2.6082, -2.5563], [-0.6293, 4.0594, -2.1139], [-1.1586, 5.0513, -2.4886], [0.4359, 4.0931, -1.1768], [1.9206, 4.1542, -2.0233], [-2.3434, 2.0528, -2.0122], [-3.1435, 2.8167, -1.1309], [-2.2286, -1.0656, -3.4365], [-0.1307, -0.3219, -4.4248], [0.7260, 2.1313, -3.8578], [2.3957, 2.8585, -1.9045], [-3.9928, 2.2884, -0.8936], [-3.4686, 3.6952, -1.5487], [-7.5150, -4.3997, 3.5951], [-6.1101, -3.9103, 3.2589], [-5.8310, -2.5623, 3.7264], [-4.6159, -1.9945, 3.1595], [-3.2881, -2.6695, 3.5138], [-6.0293, -2.3222, 5.1481], [-5.2355, -3.1904, 6.1296], [-8.2728, -3.7064, 3.2258], [-7.6890, -5.3687, 3.1247], [-7.6555, -4.5307, 4.6694], [-6.0171, -3.9286, 2.1689], [-5.3803, -4.6327, 3.6475], [-4.5548, -0.9345, 3.4242], [-4.7179, -2.0034, 2.0693], [-2.9803, -2.4454, 4.5340], [-2.5030, -2.2922, 2.8549], [-3.3248, -3.7526, 3.3883], [-7.0934, -2.4470, 5.3691], [-5.8326, -1.2692, 5.3672], [-5.2470, -4.2475, 5.8599], [-5.6765, -3.1052, 7.1248], [-4.2002, -2.8635, 6.2133], [6.3480, 1.4229, -0.9937], [5.2020, 1.5145, -2.0193], [5.2233, 0.4585, -3.1217], [6.3257, 0.5415, -3.8718], [4.1667, 0.6353, -3.9557], [5.1717, 2.7654, -2.5363], [4.0336, 1.3676, -1.3256], [7.4757, 2.3091, -1.2016], [8.4995, 1.8607, -2.0820], [8.6572, 2.7436, -3.3271], [7.5204, 2.7710, -4.0496], [9.6244, 2.2582, -4.1219], [8.3030, 0.5800, -2.3802], [9.6254, 1.9076, -1.3339], [5.9229, 1.7484, -0.0368], [6.6684, 0.3947, -0.8168], [5.1541, -0.5514, -2.7061], [8.9114, 3.7709, -3.0486], [10.5908, 2.4091, 0.4819], [7.0801, -1.0678, -4.9977], [7.7459, 3.1291, 0.7772]],
  "lowdin_charge": [0.23, -0.23, 0.08, -0.15, 0.16, 0.04, 0.07, 0.04, -0.51, 0.20, -0.43, 0.89, -0.10, 0.15, 0.20, 0.16, 0.12, -0.12, 0.11, 0.13, -0.06, -0.23, -0.09, -0.22, -0.06, -0.20, -0.05, 0.09, 0.09, 0.08, 0.13, 0.12, 0.13, 0.09, 0.07, 0.07, 0.08, 0.12, 0.13, 0.08, 0.09, 0.06, -0.08, -0.42, -0.30, 0.07, 0.10, 0.13, 0.09, -0.23, -0.49, -0.27, 0.12, 0.14, 0.19, -0.17, 0.07, 0.16, 0.19, 0.19, 0.24, -0.22, 0.94]
}